Entry 1:
Entry from the OMol25 dataset: a molecular structure, C7H6S4 (ωB97M-V/def2-TZVPD).

XYZ file:
```
17
Properties=species:S:1:pos:R:3:forces:R:3:lowdin_charge:R:1
C 0.24936 -2.22818 1.85144 -0.2 -0.4 0.0 -0.1790
C 0.85030 -0.99305 1.60619 -0.2 0.5 -0.4 -0.1185
C -0.93444 -2.38437 1.18346 0.0 0.3 -0.2 -0.4013
C 0.11809 -0.19544 0.73400 -0.3 -1.2 0.4 -0.6131
C -0.84855 2.13157 -0.82557 3.1 -3.5 3.6 -0.0909
C 0.43774 1.05421 0.23324 -3.5 4.0 -3.2 -0.5648
C -0.02116 3.02763 -1.55244 1.5 0.3 -1.4 -1.0419
S -1.33661 -1.02755 0.22221 0.6 0.0 0.4 1.0553
S 1.77674 1.99880 0.59232 0.0 -0.2 -0.1 0.6233
S 1.32240 3.69074 -0.52107 -0.3 0.2 0.1 0.5250
S 0.67731 2.36426 -3.24425 -0.5 0.4 0.5 0.6161
H 0.66533 -2.98047 2.49787 0.0 -0.1 0.1 0.1050
H 1.78049 -0.66621 2.03642 0.2 0.0 0.1 0.1088
H -1.59605 -3.22746 1.21014 -0.1 -0.2 0.0 0.0637
H -1.53276 1.45766 -1.30796 -0.3 -0.1 -0.2 0.0299
H -0.54907 3.92027 -1.88929 -0.1 0.1 0.1 0.0550
H 1.16784 1.24075 -2.72551 0.1 -0.2 0.2 -0.1727
```
Forces are in eV/Å.

Output
Molecular weight = 218.393 g/mol
Maximum force = 6.3 eV/Å
HOMO energy (alpha / beta) = -8.2 / -6.9 eV

---

Entry 2:
Entry from the OMol25 dataset: a molecular structure, C7H7AlN2O6 (ωB97M-V/def2-TZVPD).

XYZ file:
```
23
Properties=species:S:1:pos:R:3:forces:R:3:lowdin_charge:R:1
O -3.41819 3.33709 2.44930 -0.7 -2.1 -0.4 0.0280
C -3.72701 2.25982 2.24161 0.7 2.0 0.3 -0.0093
Al -0.87761 -0.98533 -0.28723 1.7 -0.4 1.4 0.3994
O -1.61139 -1.84803 2.73935 0.6 1.1 -5.1 0.2896
C -1.39171 -1.58831 1.63695 -0.3 -1.1 5.4 0.1704
C -0.13320 -2.51128 -1.38206 2.1 -4.2 -3.3 0.1130
O 0.21785 -3.34183 -2.11407 -1.9 3.7 3.2 0.2858
C -2.32304 -0.47335 -1.90141 -3.6 2.7 -3.1 -0.3000
O -2.50346 -0.14719 -3.05506 2.1 -0.8 2.4 0.2331
C -3.09019 -1.48648 -1.17518 0.1 -0.5 1.2 -0.1588
O -4.19076 -1.92422 -1.16392 2.0 0.7 0.0 0.2488
H -1.53841 0.21668 -1.05570 -1.8 0.6 -2.0 0.1423
C 2.21184 2.44825 0.35924 0.1 0.6 0.2 0.0022
N 2.64146 1.05868 0.44301 -0.8 -1.6 -0.3 0.0848
C 1.82471 0.03139 0.20691 1.1 0.6 0.3 -0.4581
N 2.29118 -1.24300 0.25411 -0.1 0.5 -0.1 0.2139
O 0.57339 0.27359 -0.02785 -1.8 -2.1 -0.4 -0.0091
H 1.13244 2.49427 0.20523 0.3 0.0 0.0 0.0961
H 2.73351 2.95257 -0.45725 -0.1 -0.1 0.0 0.1123
H 2.47571 2.95255 1.28845 -0.1 0.0 0.0 0.1095
H 3.61036 0.83895 0.66353 -0.2 0.3 -0.1 0.1792
H 1.79832 -1.97851 -0.25339 0.7 0.5 0.4 0.0791
H 3.29422 -1.33631 0.38541 -0.3 -0.5 -0.1 0.1480
```
Forces are in eV/Å.

Output
Molecular weight = 242.123 g/mol
Maximum force = 5.7 eV/Å
HOMO energy (alpha / beta) = -16.2 / -16.4 eV
Total charge = +2

---

Entry 3:
Entry from the OMol25 dataset: a molecular structure, C7H7BeN2O6 (ωB97M-V/def2-TZVPD).

XYZ file:
```
23
Properties=species:S:1:pos:R:3:forces:R:3:lowdin_charge:R:1
O 0.38521 3.39721 -2.62648 0.2 2.0 -0.4 -0.0204
C 0.47526 4.51988 -2.82796 -0.2 -2.0 0.4 0.0247
Be 1.29465 0.11450 -0.34351 -0.9 -0.8 0.4 0.1577
C -0.02387 -1.70152 -2.01611 0.2 -1.0 -0.5 -0.1118
O 0.73783 -2.58111 -2.16571 -0.4 0.5 0.2 0.2060
C -1.88000 -0.55402 -3.06971 -0.9 2.7 1.1 0.0747
O -2.31170 0.49638 -3.35895 1.0 -2.8 0.0 0.2575
C 2.23306 -0.45701 -1.69530 5.0 -0.8 -3.3 0.0896
O 3.12229 -0.63109 -2.41581 -4.0 0.7 2.8 0.2379
C -1.45783 -1.46376 -2.00259 -1.7 -0.9 -0.5 -0.3680
O -2.30408 -2.05244 -1.27473 1.4 1.1 -0.8 0.0549
H 1.58483 1.19770 0.09985 1.1 2.5 0.2 -0.0041
C 1.17538 0.67746 2.95009 0.1 0.3 0.2 -0.0394
N -0.16620 0.22035 2.57475 -0.2 -0.5 -0.4 0.0664
C -0.51618 -0.40200 1.44768 -0.2 0.0 -0.3 -0.4510
N -1.76489 -0.85818 1.30830 0.3 0.3 0.2 0.2351
O 0.29058 -0.60844 0.46242 -0.7 -1.2 0.5 -0.0664
H 1.45041 1.58703 2.40546 -0.1 -0.3 0.1 0.0763
H 1.94349 -0.08813 2.78318 -0.4 0.1 0.0 0.0994
H 1.14016 0.90437 4.02175 0.1 -0.1 -0.3 0.1010
H -0.90452 0.25383 3.26811 0.4 0.1 0.0 0.1587
H -2.06546 -1.33095 0.45480 0.1 0.1 0.2 0.0892
H -2.43843 -0.64004 2.02046 -0.2 -0.2 0.0 0.1321
```
Forces are in eV/Å.

Output
Molecular weight = 224.153 g/mol
Maximum force = 6.0 eV/Å
HOMO energy (alpha / beta) = -12.7 / -12.7 eV
Total charge = +1

---

Entry 4:
Entry from the OMol25 dataset: 2 unconnected molecules or ions with the total composition C7H7Br2OP (ωB97M-V/def2-TZVPD).

XYZ file:
```
18
Properties=species:S:1:pos:R:3:forces:R:3:lowdin_charge:R:1
C 1.24120 1.30087 -0.52848 -0.9 -0.2 1.9 -0.0137
C 0.97815 0.21112 -1.37017 -0.5 1.7 2.9 -0.0415
C 0.63056 1.43495 0.76817 0.4 -0.7 -2.6 -0.0703
C 0.09125 -0.74357 -0.93717 0.6 2.7 1.9 -0.0185
C -0.34401 0.57059 1.11452 -0.3 -1.2 -0.2 -0.1147
C -0.59903 -0.55748 0.26831 0.2 0.4 1.0 -0.3678
C -1.59074 -1.48930 0.64758 -2.1 1.8 0.6 0.0611
O -3.83152 -0.13598 -2.15457 0.2 -0.5 -1.7 -0.5250
P -3.54204 -0.24886 -0.74343 0.2 -0.3 2.3 0.0171
Br -3.14491 1.86639 -0.02982 0.2 -0.1 0.2 0.2695
Br -5.52058 -0.59831 0.32687 0.3 -0.2 0.1 0.1745
H 1.87041 2.07882 -0.87091 0.7 0.6 -0.3 0.0914
H 1.43692 0.31947 -2.28066 0.8 -0.7 -2.3 0.0842
H 0.66339 2.18546 1.49812 1.2 1.7 0.2 0.0923
H -0.18694 -1.48246 -1.55402 -0.9 -2.9 -2.0 0.0847
H -0.80822 0.87089 2.06705 -0.4 -1.2 -0.6 0.1233
H -1.49574 -2.51864 0.42251 -0.3 -0.8 -0.8 0.0711
H -2.19568 -1.27130 1.55002 0.5 -0.2 -0.6 0.0822
```
Forces are in eV/Å.

Output
Molecular weight = 297.914 g/mol
Maximum force = 3.6 eV/Å
HOMO energy (alpha / beta) = -8.6 / -8.6 eV

---

Entry 5:
Entry from the OMol25 dataset: C7H7ClN2O2 in the gas phase (ωB97M-V/def2-TZVPD).

XYZ file:
```
19
Properties=species:S:1:pos:R:3:forces:R:3:lowdin_charge:R:1
C -1.04674 -0.76467 0.07685 -1.8 -0.7 -1.3 -0.0388
C 0.09330 -1.48180 0.07449 0.3 -0.3 0.8 -0.3056
C 1.46657 -0.81643 0.14255 -0.5 -0.6 -0.9 -0.5501
C 1.70243 0.47039 0.08485 -4.2 1.8 0.4 0.0699
C -1.24216 0.67860 0.02454 -1.0 -1.6 0.0 -0.5081
C 2.74699 1.48727 0.06454 0.4 0.9 -0.1 -0.5035
C -2.67685 1.11321 -0.08293 -0.6 1.0 -4.0 -0.0551
N -0.44598 1.60651 0.13187 5.0 0.3 -0.1 0.2502
N 0.03344 -2.87406 0.05079 1.5 1.5 -0.1 0.0862
O 2.38384 2.79478 -0.21321 1.6 -1.6 0.4 0.0927
O 3.88956 1.18077 0.30203 -0.6 0.6 -0.2 0.1179
Cl 2.79524 -1.92865 -0.05613 0.3 -0.2 0.2 0.7326
H -2.01741 -1.32603 -0.16081 1.6 0.6 0.8 0.1323
H -2.83168 2.20402 -0.46697 0.5 -2.1 0.7 0.1189
H -3.20588 0.39107 -0.79847 0.6 1.1 0.9 0.1028
H -3.10584 1.02943 0.84135 -1.3 -0.2 2.4 0.0404
H 1.46048 2.92497 -0.41887 -0.8 -0.6 0.1 0.0688
H -0.85406 -3.32262 0.01956 -0.3 -0.1 0.2 0.0913
H 0.85476 -3.36676 0.38395 -0.5 0.0 -0.3 0.0571
```
Forces are in eV/Å.

Output
Molecular weight = 186.598 g/mol
Maximum force = 5.0 eV/Å
HOMO energy = -8.8 eV

---

Entry 6:
Entry from the OMol25 dataset: a molecular structure, C7H7ClO2 (ωB97M-V/def2-TZVPD).

XYZ file:
```
17
Properties=species:S:1:pos:R:3:forces:R:3:lowdin_charge:R:1
C -1.37442 1.65294 -0.98676 -4.1 2.6 -3.7 -0.1236
C -0.53026 0.67333 -0.47717 1.2 -4.9 2.8 -0.3377
C 0.69481 0.89700 0.12073 0.0 1.0 -0.5 -0.0274
C 1.62210 -0.05619 0.59170 -1.6 1.3 -1.0 -0.2287
C 1.03579 -1.36540 0.72106 3.3 3.1 0.5 0.0261
C -0.23523 -1.62445 0.20581 1.0 -1.3 2.2 -0.4049
C -1.00742 -0.69769 -0.42100 0.5 2.1 -1.0 -0.5384
H -2.44961 1.83829 -0.54729 2.3 -0.3 0.0 0.1324
H -1.74077 1.22233 -1.99037 0.6 0.8 1.0 0.0850
H -0.85653 2.59082 -1.26412 -0.5 -0.3 0.5 0.0928
H 0.92082 1.95768 0.21043 0.5 0.0 -0.1 0.1116
H 2.76992 1.58574 0.77232 0.5 -4.2 0.1 0.1763
H 1.64168 -1.98679 1.38102 -0.6 -0.8 -0.5 0.1173
H -0.19511 -3.25090 1.55571 -2.4 2.1 -5.1 0.2753
O 2.91669 0.51360 0.81432 -2.1 1.6 0.4 -0.0306
O -0.72616 -2.85030 0.53491 1.5 -2.5 4.1 -0.0561
Cl -2.48629 -1.10002 -1.22130 0.0 -0.3 0.4 0.7307
```
Forces are in eV/Å.

Output
Molecular weight = 158.584 g/mol
Maximum force = 6.1 eV/Å
HOMO energy = -8.4 eV

---

Result set for ΔE to the lowest compared entry with this formula, charge and spin: 230.25; 247.37; 325.73; 5.17; 438.08; 266.56 kJ/mol, one per record in the order listed.